{"formula": "C16H56O20", "method": "ωB97M-V/def2-TZVPD", "species": ["O", "H", "H", "O", "H", "H", "O", "H", "H", "O", "H", "H", "C", "C", "O", "O", "H", "H", "H", "H", "H", "H", "C", "C", "O", "O", "H", "H", "H", "H", "H", "H", "C", "C", "O", "O", "H", "H", "H", "H", "H", "H", "C", "C", "O", "O", "H", "H", "H", "H", "H", "H", "C", "C", "O", "O", "H", "H", "H", "H", "H", "H", "C", "C", "O", "O", "H", "H", "H", "H", "H", "H", "C", "C", "O", "O", "H", "H", "H", "H", "H", "H", "C", "C", "O", "O", "H", "H", "H", "H", "H", "H"], "coordinates": [[2.857, 3.750, 1.849], [2.217, 3.852, 2.588], [3.479, 4.484, 1.949], [0.829, 3.667, 0.059], [1.694, 3.630, 0.544], [0.933, 3.181, -0.761], [4.648, 0.770, 2.063], [5.046, 0.071, 1.507], [4.378, 1.414, 1.402], [4.086, 0.541, -1.265], [3.425, -0.067, -0.910], [4.480, 0.126, -2.040], [-0.544, -2.023, 3.452], [-1.579, -3.100, 3.232], [-2.938, -2.755, 3.568], [-0.098, -2.067, 4.811], [-0.925, -1.054, 3.137], [0.283, -2.216, 2.748], [-1.263, -3.985, 3.787], [-1.570, -3.334, 2.171], [-3.066, -2.817, 4.522], [0.803, -1.794, 4.935], [-1.345, -3.363, -1.183], [-1.170, -4.802, -1.654], [-2.396, -5.122, -2.258], [-0.158, -2.984, -0.540], [-2.261, -3.327, -0.588], [-1.586, -2.848, -2.105], [-0.948, -5.455, -0.789], [-0.343, -4.968, -2.357], [-2.389, -6.020, -2.589], [-0.355, -2.028, -0.282], [1.768, -0.967, -3.372], [1.403, -2.031, -4.416], [0.750, -1.384, -5.529], [2.510, 0.071, -3.953], [2.303, -1.430, -2.541], [0.813, -0.678, -2.932], [0.785, -2.812, -3.950], [2.245, -2.576, -4.838], [-0.160, -1.202, -5.285], [2.133, 0.161, -4.843], [-0.856, 3.486, 3.962], [-1.544, 4.310, 2.918], [-1.576, 3.794, 1.621], [0.557, 3.527, 3.703], [-1.189, 2.454, 3.892], [-0.943, 3.966, 4.927], [-1.046, 5.288, 2.917], [-2.565, 4.433, 3.298], [-0.714, 3.961, 1.180], [1.029, 2.896, 4.256], [-1.513, 4.001, -2.684], [-0.393, 4.787, -3.364], [-0.093, 4.322, -4.669], [-2.766, 4.287, -3.259], [-1.502, 4.181, -1.599], [-1.210, 2.956, -2.802], [0.496, 4.539, -2.786], [-0.584, 5.857, -3.342], [-0.935, 4.261, -5.130], [-3.041, 5.212, -3.249], [3.939, -3.754, -0.083], [3.013, -4.858, 0.483], [1.932, -5.182, -0.421], [5.272, -3.799, 0.469], [3.469, -2.802, 0.090], [4.032, -4.008, -1.140], [2.739, -4.615, 1.521], [3.618, -5.748, 0.412], [1.257, -4.534, -0.195], [5.943, -3.837, -0.213], [-5.121, 1.733, 1.210], [-3.929, 1.351, 0.353], [-3.687, -0.085, 0.125], [-6.264, 1.566, 0.416], [-5.002, 2.773, 1.534], [-5.155, 1.106, 2.116], [-3.016, 1.746, 0.802], [-3.987, 1.742, -0.659], [-4.094, -0.570, 0.854], [-7.051, 1.738, 0.937], [-0.177, 0.652, 0.169], [1.121, 0.207, 0.796], [1.850, -0.807, 0.088], [-0.906, -0.529, 0.107], [-0.052, 1.100, -0.822], [-0.544, 1.454, 0.823], [1.051, -0.102, 1.849], [1.806, 1.066, 0.793], [1.434, -1.664, 0.287], [-1.878, -0.371, 0.169]], "smiles": "OCCO.OCCO.OCCO.OCCO.OCCO.OCCO.OCCO.OCCO.O.O.O.O", "homo_lumo_gap_ha": 0.365, "largest_force_ev_per_a": 2.28}